Below is a single C7H11N molecule, with properties calculated with ωB97M-V/def2-TZVPD.

Element x y z (Å)
C1 -1.79440 0.04030 -1.46476
C2 -0.74666 1.02695 -0.94317
C3 -0.01736 0.05586 -0.03959
C4 1.63268 0.61991 -0.22230
N1 2.15410 1.87395 -0.61152
C5 0.94184 0.33419 1.11607
C6 -0.53911 -0.80145 0.96757
C7 0.01832 -1.95077 1.67843
H1 -2.57801 0.19074 -2.24076
H2 -1.28235 -0.93939 -1.60277
H3 -2.23729 -0.13624 -0.49317
H4 -1.06705 1.81283 -0.26317
H5 -0.05165 1.45466 -1.63707
H6 2.23861 -0.17207 -0.66470
H7 1.65281 2.30263 -1.33750
H8 1.06087 1.06810 2.03086
H9 0.88544 -2.28765 1.23762
H10 0.31946 -1.68970 2.71934
H11 -0.59025 -2.80286 1.77061

Its spin multiplicity is 1. The relative energy (zero: lowest compared OMol25 entry of this formula, charge and spin) comes out at 253.19 kcal/mol.